1.
135
Properties=species:S:1:pos:R:3:forces:R:3 method="wB97M-V/def2-TZVPD" s2=8.760 homo_lumo_gap_ev="7.58 / 6.88" de_lowest_kcal_mol=28.68 fmax_ev_per_a=1.67 homo_ev="-9.279 / -9.930" spin_multiplicity=6 charge=+1
Sb -2.627649 -0.994300 0.041002 -0.2 -0.9 0.4
Br 2.011908 0.443247 0.185001 1.0 -0.4 -0.1
Fe -0.436716 1.247668 -0.119029 -1.4 0.7 -0.7
Si -3.487805 -2.444232 -1.948645 -0.4 -0.3 -0.2
Si 4.416738 0.860720 0.156374 -0.1 0.0 0.0
Si -5.843533 0.738755 0.448464 -0.5 0.2 -0.1
Si -3.486317 -2.262076 2.210074 -0.2 -0.2 0.1
F -3.057485 1.931513 -3.003246 0.1 -0.1 -0.2
F 0.763783 2.062120 -4.544887 -0.1 -0.2 0.0
F -2.337117 1.745168 -5.034207 0.1 0.0 0.2
F -1.471856 3.214976 -3.699386 -0.1 -0.4 0.1
F 0.695912 2.411898 -2.403678 -0.1 -0.1 -0.2
F 1.445851 0.537934 -3.174158 -0.1 0.1 0.0
O -1.199311 0.532008 -1.942247 1.0 0.6 0.3
N 0.267246 3.439234 0.302819 -0.3 -0.1 -0.2
N -0.375383 1.490932 2.202583 -0.1 -0.2 -0.2
N -2.349715 2.445459 0.468391 0.0 -0.3 -0.6
C -5.024883 -3.319659 2.015243 -0.1 0.0 -0.2
C 6.277432 1.158031 2.265684 0.0 0.0 -0.1
C 5.040724 -0.583774 -0.921041 -0.1 -0.2 -0.1
C -0.939864 -2.242704 0.105981 0.1 0.0 0.0
C 1.996105 -3.749433 1.268650 0.0 0.0 0.0
C -4.748913 -3.752494 -1.474772 0.0 0.0 0.1
C 1.664547 -4.160219 -1.205886 0.0 0.0 0.0
C 4.655693 -0.725875 2.509767 0.0 0.0 -0.1
C 4.577524 3.743489 0.385304 0.1 -0.1 0.0
C 1.043304 3.401776 1.542866 0.1 0.1 0.1
C 4.747646 2.585090 -0.610564 -0.1 0.1 0.0
C -0.067896 -3.078971 0.136317 0.1 0.0 0.1
C -2.626665 2.471628 1.904710 0.3 -0.1 0.1
C 6.558013 -0.765045 -0.716697 0.0 0.1 0.1
C -4.355979 -1.380919 -3.231001 0.1 0.2 0.0
C -7.077303 -0.674878 0.506629 0.1 -0.1 0.0
C -0.924879 -0.348912 -4.200846 -0.2 -0.1 0.2
C 0.497916 1.470389 -3.378204 0.2 0.1 0.4
C -2.137162 -3.407593 2.826120 0.2 0.0 0.0
C 3.795156 2.853750 -1.785171 0.1 0.0 0.0
C -1.947792 1.942795 -3.768028 -0.1 0.1 0.2
C -2.147496 3.730274 -0.198262 0.1 0.2 0.2
C -5.871564 1.554227 -1.245649 0.2 -0.1 -0.1
C -0.916897 0.851378 -3.255719 0.1 0.5 0.1
C 0.291962 2.717495 2.670330 0.0 0.1 -0.1
C 4.351391 -1.914100 -0.578268 0.0 0.1 0.0
C 0.352093 -5.476584 0.473725 0.1 0.0 0.0
C 4.761951 -0.322004 -2.412049 0.0 0.0 0.0
C -2.037420 -3.378525 -2.675291 0.3 0.2 0.0
C -3.888038 -1.054393 3.608501 0.0 0.2 0.0
C -0.872390 4.394858 0.303507 0.0 -0.1 0.0
C -6.417313 2.010259 1.719789 0.2 0.0 0.1
C 0.984811 -4.110498 0.172173 -0.1 0.0 -0.1
C 6.203703 2.645353 -1.114279 0.0 -0.1 0.0
C -1.779317 1.419933 2.620144 -0.2 0.1 0.1
C 3.892163 1.592930 2.884475 0.1 0.1 0.0
C 4.819451 0.723877 2.018292 -0.1 -0.1 0.1
H 3.988059 2.658642 2.665992 -0.1 -0.1 0.0
H 3.271071 -1.839301 -0.702481 0.1 0.0 0.0
H 0.895432 3.694528 -0.445544 0.1 0.0 -0.2
H -1.906829 1.544400 3.700596 0.1 0.0 0.0
H -2.413124 3.471705 2.285062 -0.1 0.0 0.1
H 6.921900 2.460535 -0.308611 0.0 0.0 -0.1
H -4.412763 -0.156428 3.259190 0.1 -0.1 0.1
H 4.154873 1.447482 3.938386 0.0 0.0 -0.1
H 5.281723 3.681312 1.216524 -0.1 0.1 0.0
H -5.962048 2.993895 1.569371 0.0 -0.1 0.0
H 7.123819 0.149704 -0.913483 0.0 -0.2 0.0
H -5.429227 -1.344595 -3.016830 0.1 0.0 0.0
H 3.568229 3.797905 0.788897 0.0 0.0 0.0
H -7.502570 2.130053 1.610620 0.1 0.0 0.0
H 4.712694 -2.684486 -1.269488 0.0 0.1 0.1
H -2.401254 -3.802809 3.814490 -0.1 0.1 -0.1
H 4.773971 4.685578 -0.137220 0.0 0.0 0.0
H 2.003202 -3.168467 -1.506856 0.0 -0.1 0.0
H 2.817248 -4.472476 1.280876 0.0 0.0 0.0
H 3.661560 -1.124139 2.281317 0.1 0.0 0.1
H -1.167195 -2.907129 2.899090 -0.1 -0.1 0.0
H -6.754766 -1.549700 -0.064180 -0.1 0.1 0.1
H 4.562645 -2.251468 0.436532 0.0 0.0 -0.1
H -7.265970 -0.985207 1.537477 0.0 0.0 -0.1
H 6.986606 0.558378 1.688971 0.0 0.1 0.1
H 3.697313 -0.156999 -2.601934 0.1 0.0 0.0
H -5.121246 -3.941604 2.913696 0.0 0.1 -0.1
H 6.398313 3.647476 -1.509089 0.0 0.0 0.0
H -0.218003 -1.085207 -3.821546 -0.1 0.0 0.0
H -2.995848 4.411596 -0.066329 0.0 0.0 0.0
H -5.753292 0.819262 -2.046868 0.0 0.1 0.1
H -4.238048 -1.827378 -4.224856 0.0 0.0 0.1
H 6.515038 1.026753 3.326276 0.0 0.0 0.0
H -3.670752 2.256412 2.134402 -0.1 0.1 -0.1
H 6.399379 1.933803 -1.917365 0.0 0.1 0.1
H -2.135577 0.431394 2.344821 -0.1 0.0 0.1
H -6.226471 1.699874 2.751612 0.0 0.0 -0.1
H -3.982189 -0.355621 -3.271233 -0.1 -0.1 0.0
H -5.093661 -4.218873 -2.406326 0.1 0.0 0.1
H 4.786113 -0.749822 3.596909 0.0 0.0 -0.1
H -5.088500 2.308749 -1.374362 -0.1 -0.1 0.0
H -3.094697 1.949396 -0.008488 0.1 -0.1 -0.1
H -6.839732 2.052824 -1.380739 0.1 0.0 0.0
H 2.406252 -2.751716 1.096942 -0.1 -0.1 0.1
H 2.847868 1.296603 2.755168 0.1 0.0 0.1
H -2.265628 -3.694236 -3.699698 0.0 0.0 0.1
H -0.455833 3.390890 3.090479 0.0 -0.1 0.0
H 1.113558 -6.259381 0.406076 -0.1 0.1 0.0
H -2.019628 -4.251426 2.139564 0.0 0.1 0.1
H 2.757377 2.867233 -1.451189 0.0 0.0 0.0
H -8.028745 -0.327736 0.083645 0.1 0.0 0.0
H -0.076399 -5.498300 1.476962 0.0 0.0 0.0
H 5.326733 0.524003 -2.804706 -0.1 -0.1 0.0
H 6.790687 -1.094967 0.299425 0.0 0.0 -0.1
H -1.016104 4.792246 1.309567 0.1 0.0 0.0
H -1.830185 -4.268519 -2.076091 0.0 0.1 0.0
H -1.920303 -0.793533 -4.218710 0.1 0.0 -0.1
H -0.637429 -0.056469 -5.210497 -0.1 -0.1 0.0
H -4.544844 -1.561813 4.324320 0.1 0.0 -0.1
H 1.514129 -3.758036 2.249512 0.0 0.0 0.0
H 1.363265 4.395095 1.876038 0.0 0.1 0.0
H -5.931789 -2.714468 1.934142 0.1 -0.1 0.0
H 0.965414 -4.524966 -1.961193 0.0 0.0 0.0
H -2.033262 3.536081 -1.264670 -0.1 -0.1 0.0
H 6.917983 -1.534973 -1.406052 0.0 0.0 0.0
H 4.023725 3.833654 -2.219920 0.0 -0.1 0.0
H -1.129635 -2.770058 -2.686182 -0.1 -0.1 0.0
H -4.984879 -3.987777 1.152706 0.0 0.1 0.1
H -0.438246 -5.700863 -0.245383 0.0 0.0 0.0
H 5.062996 -1.206081 -2.984090 0.0 0.0 0.0
H 0.116571 0.669063 2.532718 0.0 0.0 0.1
H 6.443912 2.209071 2.017993 0.0 -0.1 0.1
H 1.929718 2.813607 1.338466 0.1 0.1 0.0
H 5.407962 -1.388610 2.077328 -0.1 0.0 0.1
H 2.527394 -4.832552 -1.176878 -0.1 0.0 0.0
H -2.992584 -0.741840 4.155756 -0.1 0.0 -0.1
H -4.316089 -4.537910 -0.849332 0.0 0.1 -0.1
H -5.625635 -3.344420 -0.964792 0.1 -0.1 -0.1
H -0.662762 5.245013 -0.343841 0.1 0.1 0.0
H 3.884093 2.109763 -2.577985 -0.1 0.1 0.1
H 1.006525 2.506351 3.465360 0.0 0.0 0.1

***

2.
22
Properties=species:S:1:pos:R:3:forces:R:3 method="wB97M-V/def2-TZVPD" s2=0.755 homo_lumo_gap_ev="11.55 / 6.12" de_lowest_kcal_mol=82.29 fmax_ev_per_a=3.79 homo_ev="-14.765 / -14.707" spin_multiplicity=2 charge=+1
O 0.170231 2.891726 2.445010 0.2 -0.6 -1.9
O 2.600335 0.145745 -0.931861 -0.8 0.9 1.2
N -0.596896 -0.389598 0.533236 -1.3 -2.7 -2.3
N -2.826854 -0.269199 -0.787640 1.5 -1.6 0.9
C -2.017200 -0.706557 0.348801 -2.8 1.0 0.8
C 1.208633 0.576135 -0.747724 3.6 -0.1 0.1
C 0.311370 -0.610938 -0.589551 -1.0 -0.5 -1.9
C 1.072323 -1.993036 -0.442016 1.6 1.7 2.4
H -0.309577 -0.809257 1.397475 0.7 0.4 1.1
H 0.604043 3.404526 1.721392 -0.3 -0.1 1.0
H 2.777205 -0.436153 -1.684102 -0.6 0.4 -0.1
H -2.535867 0.599368 -1.138143 0.2 1.5 -0.6
H 1.016348 1.230969 -1.558395 -0.9 0.3 -1.0
H 0.355703 -2.661521 -0.085341 -1.2 -1.4 0.5
H -2.574575 -0.185787 1.187173 1.0 -0.9 0.0
H 1.948877 -1.969738 0.359617 -1.9 0.2 -1.9
H -2.240002 -1.827208 0.433168 0.9 1.2 0.4
H 1.429199 -2.383307 -1.378436 0.2 0.3 -0.5
H -2.790704 -0.961313 -1.511588 -0.2 -0.2 -0.6
H -0.141330 2.113102 1.926114 0.1 0.8 0.9
H -0.316176 -0.612456 -1.547666 0.4 -0.4 1.5
H 1.127825 1.216969 0.137297 0.8 -0.3 0.1

***

3.
19
Properties=species:S:1:pos:R:3:forces:R:3 method="wB97M-V/def2-TZVPD" s2=0.751 homo_lumo_gap_ev="4.28 / 7.76" de_lowest_kcal_mol=34.84 fmax_ev_per_a=3.75 homo_ev="-5.248 / -8.751" spin_multiplicity=2
Cu -1.824045 0.522151 0.996379 -0.7 -1.8 0.8
Mg -4.292522 -3.795040 1.389535 0.3 0.0 0.2
O -2.474879 -4.200743 2.246041 0.3 1.1 0.1
O -2.848373 -2.725720 0.132980 0.2 0.1 -0.3
O -4.397314 -1.603812 1.133109 1.0 0.3 -0.5
O -1.104270 0.183684 3.059464 0.3 -1.5 -1.5
C -1.499311 -3.101157 0.378685 0.5 1.1 0.1
C -3.273269 -1.466947 0.638486 -0.2 0.7 0.7
C -0.513888 -0.882603 3.469015 -1.6 2.8 1.8
C 0.968166 -0.758359 3.677896 0.5 -1.0 -0.6
C -1.395591 -3.578947 1.821849 0.5 -0.3 0.6
H -1.083209 -1.373736 4.286595 0.3 -0.4 -0.6
H -0.460446 -4.154807 1.968159 -0.1 0.4 0.1
H -1.238456 -3.903369 -0.323311 -0.2 0.1 0.2
H 1.338642 -1.639573 4.223864 0.2 0.3 -0.4
H -0.929899 -2.361107 2.607988 -0.6 -1.1 -1.0
H 1.182055 0.151983 4.259586 -0.4 -0.3 -0.1
H 1.467599 -0.623674 2.709169 0.1 -0.2 0.3
H -0.830023 -2.234430 0.217197 -0.2 -0.3 -0.1

***

4.
74
Properties=species:S:1:pos:R:3:forces:R:3 method="wB97M-V/def2-TZVPD" s2=6.019 homo_lumo_gap_ev="7.70 / 3.58" de_lowest_kcal_mol=0.00 fmax_ev_per_a=5.79 homo_ev="-19.612 / -19.598" spin_multiplicity=5 charge=+4
Cr 20.246380 -24.025130 19.630610 -1.3 0.9 -0.8
O 18.754750 -24.555690 18.270750 2.6 0.8 1.8
O 19.177270 -22.284710 20.270230 -0.1 -1.5 -0.8
O 20.360880 -22.578330 17.964340 -0.5 -1.5 0.5
O 20.359920 -26.001760 20.191620 -0.5 1.0 -1.0
O 21.997070 -22.641560 19.888970 0.3 -1.3 -1.2
O 24.025250 -26.204840 17.015860 0.2 -0.6 0.3
O 20.766170 -23.932430 21.729110 0.0 0.1 0.9
O 18.309130 -24.605340 20.851910 -1.0 -0.8 1.8
N 19.029640 -20.060230 20.296100 -0.7 1.9 -0.4
N 19.993050 -28.172730 20.582060 -4.5 -3.6 0.3
N 20.666900 -24.322130 23.969480 -2.9 0.4 1.2
N 18.408930 -26.131250 22.635790 1.1 0.3 0.0
N 19.160420 -21.115280 22.199100 0.1 0.1 3.4
N 17.574400 -24.764270 16.406320 -0.8 2.5 -3.9
N 24.209050 -22.141800 20.238330 2.2 -2.6 -1.6
N 22.717910 -20.995840 21.152110 -2.5 4.1 3.3
N 21.938870 -27.433700 20.805980 4.3 0.5 0.7
N 16.481540 -25.326560 21.991430 -1.4 0.8 -0.1
N 21.706930 -24.884550 18.193710 1.7 0.2 0.2
N 19.495180 -20.706540 17.046790 -4.3 1.1 1.1
N 22.540460 -24.585200 22.970780 3.3 -1.1 0.2
N 21.471100 -21.243200 16.607730 4.6 0.9 -2.7
N 17.392960 -26.310220 17.751630 -0.7 -4.4 3.2
C 21.461980 -25.762440 15.888050 -0.3 0.7 1.1
C 25.174060 -26.961930 16.784890 1.6 0.2 1.0
C 21.640790 -26.091470 17.407190 -1.1 -1.7 -1.8
C 21.289600 -24.242430 22.814350 -0.1 0.2 -1.5
C 17.792830 -25.249730 21.801610 0.7 -0.3 -1.9
C 19.073880 -21.240310 20.905690 0.9 -0.5 -1.6
C 20.420920 -21.587480 17.247500 0.6 -1.2 1.0
C 17.987360 -25.173140 17.557010 -0.6 0.3 -0.3
C 20.706300 -27.133550 20.514780 1.3 2.5 -0.4
C 22.903750 -26.921550 17.544610 -0.1 0.0 -0.9
C 22.917970 -21.988010 20.384140 -0.4 -0.7 -0.3
H 22.763560 -24.929980 23.893520 0.7 0.1 -0.3
H 22.321950 -25.141670 15.636680 0.4 -0.4 -0.5
H 23.119580 -27.235520 18.565850 0.4 0.1 0.4
H 24.464040 -22.951900 19.691680 0.8 0.4 0.3
H 18.897810 -19.920390 19.304550 0.1 -0.4 0.3
H 16.147780 -25.751240 22.844870 -0.5 0.3 -0.3
H 22.146980 -24.256490 17.536440 -0.9 1.5 -0.1
H 19.416980 -26.184640 22.668870 -0.5 0.0 0.3
H 22.572360 -25.069530 18.680450 0.0 0.5 1.6
H 20.644300 -25.056390 15.743180 -0.4 -0.3 0.2
H 22.644670 -26.712290 20.766930 -0.1 -0.2 0.6
H 19.676830 -24.122740 23.959230 0.1 -0.2 0.3
H 21.395060 -20.370330 16.105310 0.8 -0.3 -0.2
H 24.843140 -21.630640 20.835610 0.3 -0.4 -0.6
H 20.299210 -28.842630 21.273140 -0.6 -0.6 -0.4
H 23.458920 -20.569160 21.689650 -0.4 0.3 -0.2
H 21.320430 -26.626180 15.238410 0.2 0.1 0.1
H 23.293660 -24.560390 22.298340 -0.5 0.3 0.0
H 21.089910 -24.599010 24.843830 -0.1 0.2 -0.2
H 17.542940 -26.838110 18.599530 -0.1 0.3 -0.1
H 18.638410 -19.348560 20.896570 0.1 0.5 -0.6
H 19.511190 -20.075820 16.258100 -0.5 -0.1 0.3
H 25.347350 -27.801160 17.458510 -0.8 -0.3 0.2
H 16.844620 -25.339140 16.010020 0.3 0.8 -0.7
H 25.202260 -27.398570 15.786570 -0.4 0.1 -0.8
H 17.802960 -26.614040 23.283730 0.8 -0.2 0.1
H 22.253020 -21.848430 16.401830 -0.2 0.3 0.2
H 19.142810 -20.183800 22.589140 -0.1 -0.2 0.2
H 15.882410 -24.716000 21.454430 -0.1 -0.1 0.3
H 18.641010 -21.002860 17.497000 -0.5 0.7 -0.5
H 19.011570 -28.129250 20.347740 0.0 -0.1 0.4
H 16.569950 -26.587020 17.235750 0.3 -0.1 0.2
H 22.172030 -28.348620 21.164660 0.4 0.2 -0.1
H 19.186490 -21.855990 22.885230 -0.1 -0.1 -0.6
H 17.739900 -23.849190 16.012210 0.0 -0.2 0.2
H 21.787910 -20.606850 21.214450 0.2 0.0 0.3
H 20.834550 -26.714720 17.794030 -0.1 -0.1 -0.2
H 22.912430 -27.847770 16.970030 -0.4 -0.4 -0.1
H 26.054350 -26.327450 16.887980 -0.2 0.5 -0.4

***

5.
18
Properties=species:S:1:pos:R:3:forces:R:3 method="wB97M-V/def2-TZVPD" homo_lumo_gap_ev=8.03 de_lowest_kcal_mol=25.96 fmax_ev_per_a=3.41 homo_ev=-4.082 spin_multiplicity=1 charge=-1
O -0.500032 -0.162623 1.488644 0.4 0.0 -0.1
O 0.661824 0.820925 -1.669939 0.4 -0.1 -0.5
O -0.661872 -1.969298 -0.176665 1.2 0.4 0.1
O -2.758075 -0.755836 -1.146147 -0.3 0.2 0.4
C 1.251860 1.403396 0.595338 2.6 -0.8 2.0
C 0.801262 0.307090 1.647119 -2.2 1.0 -1.0
C 1.746032 0.873348 -0.725785 -1.4 0.2 -1.3
H 2.181685 -0.139445 -0.640995 0.0 0.3 0.4
H -0.613847 -1.193185 0.655049 0.1 0.2 0.2
H 2.175589 1.747495 1.124132 -0.1 0.1 -0.3
H 0.856553 0.913770 2.573354 0.3 -0.7 0.3
H 2.467151 1.488295 -1.278660 0.2 0.1 0.6
H 0.216226 -1.759422 -0.562107 -0.8 -0.4 0.0
H 0.638285 2.300149 0.639328 -0.5 -0.3 -0.7
H -3.252920 -0.461199 -0.354338 0.8 -0.3 -0.6
H 1.493404 -0.540742 1.606583 0.6 0.2 0.3
H -0.126784 0.539288 -1.210338 -0.5 -0.3 0.3
H -1.893940 -1.175626 -0.823229 -0.8 0.1 0.0

***

6.
19
Properties=species:S:1:pos:R:3:forces:R:3 method="wB97M-V/def2-TZVPD" homo_lumo_gap_ev=8.71 de_lowest_kcal_mol=100.17 fmax_ev_per_a=5.18 homo_ev=-7.981 spin_multiplicity=1
Si 0.059558 0.172970 0.180964 1.1 -0.6 1.1
O -1.181804 0.944811 -0.557586 0.3 -0.8 0.7
C 1.939649 -0.799207 -1.737604 1.0 -3.6 -1.0
C 0.558290 -1.058492 -1.147116 1.7 -0.1 0.7
C -1.708230 2.129656 -0.079817 2.0 4.0 0.7
C -0.048753 -2.197899 -1.422904 -1.3 -1.6 -2.3
C 0.967675 0.519260 1.663175 -3.4 3.3 -2.1
H -2.165359 -0.219783 3.983011 2.5 -1.1 -0.8
H 0.248447 -2.956923 -2.267494 0.1 1.6 1.7
H -0.922323 2.715161 0.681466 -1.9 -1.4 -1.9
H -1.417731 -0.533377 3.724179 -2.5 1.1 0.8
H -1.078078 -2.412377 -1.139264 0.2 0.1 0.6
H -2.647745 2.140289 0.466385 -0.2 -0.8 -0.1
H 2.110196 -1.458427 -2.667725 -0.8 1.0 0.9
H 0.732674 1.446139 2.290302 0.1 -1.3 -1.1
H 2.083527 0.192746 -2.049384 0.5 1.4 0.0
H 2.803014 -1.256971 -1.157858 -1.1 1.3 0.1
H -1.808248 2.779349 -0.998223 -0.1 -0.3 1.2
H 1.475240 -0.146925 2.235492 1.7 -2.2 1.0